#A
Here is a gas-phase ion, C7H11N2 (charge +1) from the OMol25 dataset. Energies are from ωB97M-V with the def2-TZVPD basis set.

Output
**Lowest unoccupied orbital energy (alpha / beta)**: -5.01 / -5.01 eV
**HOMO-LUMO gap (alpha / beta)**: 7.2925 / 7.2931 eV
**HOMO (alpha / beta)**: -12.31 / -12.31 eV
**Net charge**: +1

Atoms and positions in Å:
C (0.763, -1.314, -0.215)
C (-1.408, -0.670, 0.091)
C (-0.913, 1.624, -0.903)
C (0.248, 0.994, -0.135)
C (2.114, -1.651, -0.310)
C (-2.836, -1.121, 0.229)
C (1.334, 1.664, 0.719)
N (-0.344, -1.558, 0.214)
N (-0.957, 0.562, 0.099)
H (-1.274, 2.635, -0.572)
H (-1.140, 1.209, -1.853)
H (2.622, -0.812, -0.135)
H (2.538, -2.041, -1.358)
H (2.346, -2.584, 0.236)
H (-3.080, -1.736, -0.643)
H (-3.346, -0.173, 0.344)
H (-2.918, -1.979, 1.027)
H (2.241, 0.944, 0.628)
H (0.858, 1.658, 1.618)
H (1.487, 2.524, 0.205)

Results of the Mulliken charge analysis, in e, for atoms 1 through 6:
1. C 0.731
2. C 0.558
3. C -0.440
4. C 0.243
5. C -1.050
6. C -0.983



#B
Here is 2 unconnected molecules or ions with the total composition C7H11N2 from the OMol25 dataset. Energies are from ωB97M-V with the def2-TZVPD basis set.

Output
**Lowest unoccupied orbital energy**: -3.29 eV
**HOMO-LUMO gap**: 8.7151 eV
**HOMO**: -12.00 eV
**Net charge**: +1

Atoms and positions in Å:
C (3.109, -1.450, 1.186)
C (1.830, -1.678, 0.524)
C (1.817, -1.841, 1.936)
C (0.150, 0.119, 1.430)
C (-1.066, 2.147, 0.423)
C (-1.834, 0.329, -2.180)
C (-2.495, 1.546, -1.599)
N (-1.713, 1.935, -0.507)
N (1.035, -0.750, 1.285)
H (3.882, -2.137, 0.954)
H (3.660, -0.428, 1.230)
H (1.424, -2.087, -0.408)
H (1.667, -2.508, 2.738)
H (0.020, 0.283, 2.511)
H (-0.435, 2.564, 1.149)
H (-2.317, 0.004, -3.193)
H (-0.796, 0.645, -2.296)
H (-1.936, -0.540, -1.621)
H (-2.399, 2.312, -2.295)
H (-3.603, 1.536, -1.267)

Results of the Mulliken charge analysis, in e, for atoms 1 through 6:
1. C -0.737
2. C -0.086
3. C -0.192
4. C -0.387
5. C 0.133
6. C -1.016



Of them, the most stable is #A and the least stable is #B.



#A
Here is 2 unconnected molecules or ions with the total composition C5H11O2 from the OMol25 dataset. Energies are from ωB97M-V with the def2-TZVPD basis set.

Output
**2S+1**: 2
**Lowest unoccupied orbital energy (alpha / beta)**: 0.84 / -3.15 eV
**HOMO-LUMO gap (alpha / beta)**: 11.4806 / 7.1964 eV
**HOMO (alpha / beta)**: -10.64 / -10.34 eV
**Net charge**: 0

Atoms and positions in Å:
C (-1.402, -1.103, 1.372)
C (-0.846, 0.289, 1.758)
C (-1.929, -0.794, -0.183)
O (-1.241, -1.227, -1.054)
O (-3.056, -0.346, -0.152)
H (-0.531, -1.748, 1.255)
H (-2.210, -1.528, 1.937)
H (-1.430, 0.800, 2.432)
H (-0.646, 1.047, 0.883)
H (0.147, 0.176, 2.214)
C (1.837, -0.173, -1.297)
C (1.533, 1.309, -1.314)
H (0.875, -0.856, -1.564)
H (2.533, -0.355, -2.128)
H (2.074, -0.529, -0.183)
H (2.525, 1.760, -1.233)
H (0.999, 1.612, -2.226)
H (0.767, 1.664, -0.519)

Results of the Mulliken charge analysis, in e, for atoms 1 through 6:
1. C -0.188
2. C -0.850
3. C 0.608
4. O -0.479
5. O -0.430
6. H 0.220



#B
Here is 2 unconnected molecules or ions with the total composition C5H11O2 from the OMol25 dataset. Energies are from ωB97M-V with the def2-TZVPD basis set.

Output
**2S+1**: 2
**Lowest unoccupied orbital energy (alpha / beta)**: 0.77 / -3.43 eV
**HOMO-LUMO gap (alpha / beta)**: 11.7793 / 6.9849 eV
**HOMO (alpha / beta)**: -11.00 / -10.41 eV
**Net charge**: 0

Atoms and positions in Å:
C (1.338, -1.411, -0.803)
C (0.882, -2.736, -1.592)
O (1.609, -3.691, -1.418)
O (-0.089, -2.475, -2.345)
H (0.407, -1.191, -0.287)
H (1.603, -0.682, -1.565)
H (2.177, -1.671, -0.174)
C (-1.314, 1.386, 0.983)
C (-0.809, 1.591, -0.433)
C (-0.168, 0.847, 1.837)
H (-1.775, 2.328, 1.338)
H (-2.187, 0.728, 1.077)
H (0.237, 1.911, -0.562)
H (-1.322, 2.354, -1.011)
H (0.704, 1.479, 1.671)
H (-0.506, 0.664, 2.859)
H (-0.937, 0.702, -1.051)
H (0.150, -0.132, 1.477)

Results of the Mulliken charge analysis, in e, for atoms 1 through 6:
1. C -0.366
2. C 0.625
3. O -0.476
4. O -0.387
5. H -0.057
6. H 0.278



Of them, the most stable is #B and the least stable is #A.



#A
Here is a single C2H2BrN molecule from the OMol25 dataset. Energies are from ωB97M-V with the def2-TZVPD basis set.

Output
**SMILES string**: N#CCBr
**Lowest unoccupied orbital energy**: 0.36 eV
**HOMO-LUMO gap**: 11.4491 eV
**HOMO**: -11.09 eV
**Net charge**: 0

Atoms and positions in Å:
N (0.339, 2.040, 0.065)
C (0.254, 0.910, -0.132)
C (0.048, -0.496, -0.018)
Br (-1.817, -0.856, -0.095)
H (0.708, -0.934, -0.834)
H (0.468, -0.664, 1.015)

For reference, the Mulliken charges in units of e are:
1. N -0.356
2. C 0.082
3. C -0.193
4. Br -0.071
5. H 0.285
6. H 0.252



#B
Here is a single C2H2BrN molecule from the OMol25 dataset. Energies are from ωB97M-V with the def2-TZVPD basis set.

Output
**SMILES string**: Br[C@H]1C=N1
**Lowest unoccupied orbital energy**: 0.70 eV
**HOMO-LUMO gap**: 10.0043 eV
**HOMO**: -9.30 eV
**Net charge**: 0

Atoms and positions in Å:
Br (-2.746, -0.015, 0.030)
C (-0.967, -0.330, -0.486)
C (0.249, -0.522, 0.587)
N (-0.162, -1.483, -0.132)
H (-0.583, -0.014, -1.378)
H (0.726, -0.307, 1.515)

For reference, the Mulliken charges in units of e are:
1. Br -0.113
2. C -0.039
3. C -0.134
4. N -0.386
5. H 0.372
6. H 0.300



#C
Here is 2 unconnected molecules or ions with the total composition C2H2BrN from the OMol25 dataset. Energies are from ωB97M-V with the def2-TZVPD basis set.

Output
**Lowest unoccupied orbital energy**: -1.12 eV
**HOMO-LUMO gap**: 9.2229 eV
**HOMO**: -10.35 eV
**Net charge**: 0

Atoms and positions in Å:
C (-0.254, -1.037, -0.031)
C (0.103, 0.289, -0.193)
N (-0.664, -2.123, 0.034)
Br (1.969, 0.953, 0.071)
H (-0.330, 0.889, -1.069)
H (-0.825, 1.029, 1.188)

For reference, the Mulliken charges in units of e are:
1. C 0.453
2. C -0.661
3. N -0.306
4. Br -0.040
5. H 0.339
6. H 0.214



#D
Here is a single C2H2BrN molecule from the OMol25 dataset. Energies are from ωB97M-V with the def2-TZVPD basis set.

Output
**SMILES string**: N#CCBr
**Lowest unoccupied orbital energy**: -1.37 eV
**HOMO-LUMO gap**: 9.4329 eV
**HOMO**: -10.80 eV
**Net charge**: 0

Atoms and positions in Å:
N (0.023, 2.004, 0.484)
C (0.205, 0.967, 0.107)
C (0.293, -0.365, -0.161)
Br (-1.893, -0.968, -0.139)
H (0.627, -0.693, -1.057)
H (0.746, -0.946, 0.766)

For reference, the Mulliken charges in units of e are:
1. N -0.273
2. C 0.402
3. C -0.674
4. Br -0.105
5. H 0.376
6. H 0.273



Of them, the most stable is #A and the least stable is #C.



#A
Here is a molecular structure, C30H36BClF4N7O5Y from the OMol25 dataset. Energies are from ωB97M-V with the def2-TZVPD basis set.

Output
**Lowest unoccupied orbital energy**: 0.37 eV
**HOMO-LUMO gap**: 8.5886 eV
**HOMO**: -8.21 eV
**Net charge**: 0

Atoms and positions in Å:
Y (1.321, 1.149, -1.174)
C (-1.962, -2.914, 3.400)
O (-2.394, -2.080, 2.335)
C (-3.414, -1.227, 2.581)
C (-4.207, -1.252, 3.725)
C (-5.239, -0.335, 3.872)
C (-5.490, 0.618, 2.900)
C (-4.685, 0.660, 1.770)
C (-3.656, -0.251, 1.601)
N (-2.836, -0.202, 0.442)
C (-1.548, 0.262, 0.432)
N (-1.059, 0.534, 1.648)
C (0.218, 0.938, 2.092)
C (1.269, 1.214, 1.237)
C (2.454, 1.655, 1.859)
C (2.588, 1.767, 3.234)
C (1.515, 1.440, 4.059)
C (0.329, 1.034, 3.487)
O (-0.772, 0.676, 4.255)
C (-1.426, 1.787, 4.864)
N (-0.887, 0.404, -0.708)
C (-1.694, 0.207, -1.876)
C (-1.686, -0.989, -2.573)
C (-2.418, -1.140, -3.744)
C (-3.168, -0.079, -4.217)
C (-3.204, 1.127, -3.526)
C (-2.474, 1.272, -2.354)
O (-2.455, 2.401, -1.594)
C (-3.102, 3.549, -2.116)
H (-1.090, -3.443, 3.025)
H (-2.731, -3.639, 3.673)
H (-1.683, -2.315, 4.270)
H (-4.031, -1.987, 4.495)
H (-5.850, -0.372, 4.764)
H (-6.293, 1.331, 3.022)
H (-4.836, 1.410, 1.004)
H (-3.281, -0.301, -0.457)
H (-1.680, 0.334, 2.419)
H (3.315, 1.926, 1.251)
H (3.519, 2.102, 3.672)
H (1.596, 1.497, 5.137)
H (-0.767, 2.290, 5.574)
H (-2.294, 1.391, 5.387)
H (-1.749, 2.506, 4.106)
H (-1.085, -1.804, -2.192)
H (-2.390, -2.077, -4.283)
H (-3.736, -0.180, -5.133)
H (-3.796, 1.945, -3.910)
H (-2.905, 4.350, -1.410)
H (-4.181, 3.395, -2.199)
H (-2.695, 3.817, -3.094)
Cl (0.259, 2.937, -3.205)
C (1.169, 2.143, -4.566)
C (1.443, 0.650, -4.330)
O (1.928, 0.055, -5.271)
O (1.168, 0.176, -3.170)
H (2.105, 2.690, -4.646)
H (0.560, 2.288, -5.452)
F (3.498, 3.937, -2.685)
B (3.511, 3.189, -1.548)
F (2.248, 3.322, -0.837)
F (4.559, 3.403, -0.713)
F (3.456, 1.758, -1.912)
C (3.520, -1.053, 0.339)
N (4.125, -2.366, 0.479)
C (3.057, -3.364, 0.524)
N (2.233, -3.340, -0.687)
C (1.651, -2.016, -0.822)
N (2.684, -0.942, -0.894)
C (3.576, -1.268, -2.059)
N (4.175, -2.585, -1.928)
C (4.957, -2.634, -0.696)
C (3.107, -3.578, -1.842)
H (4.301, -0.291, 0.290)
H (2.888, -0.852, 1.203)
H (2.422, -3.165, 1.391)
H (3.500, -4.356, 0.631)
H (1.001, -1.812, 0.034)
H (1.067, -1.971, -1.743)
H (4.358, -0.510, -2.102)
H (2.982, -1.222, -2.969)
H (5.753, -1.889, -0.747)
H (5.406, -3.623, -0.595)
H (3.548, -4.572, -1.750)
H (2.510, -3.539, -2.755)

Results of the Mulliken charge analysis, in e, for atoms 1 through 6:
1. Y 0.028
2. C -0.952
3. O -0.296
4. C 0.639
5. C -0.648
6. C -0.787



#B
Here is a molecular structure, C30H36BClF4N7O5Y from the OMol25 dataset. Energies are from ωB97M-V with the def2-TZVPD basis set.

Output
**Lowest unoccupied orbital energy**: 0.04 eV
**HOMO-LUMO gap**: 7.8541 eV
**HOMO**: -7.82 eV
**Net charge**: 0

Atoms and positions in Å:
Y (-0.034, -0.207, -0.297)
C (-1.771, 4.587, 2.061)
O (-2.890, 4.638, 2.949)
C (-4.016, 3.923, 2.739)
C (-5.015, 4.139, 3.697)
C (-6.210, 3.457, 3.656)
C (-6.463, 2.524, 2.652)
C (-5.492, 2.312, 1.697)
C (-4.277, 3.001, 1.723)
N (-3.352, 2.683, 0.681)
C (-2.651, 1.553, 0.667)
N (-2.461, 0.896, 1.849)
C (-2.384, -0.527, 2.004)
C (-1.595, -1.354, 1.219)
C (-1.757, -2.738, 1.447)
C (-2.547, -3.242, 2.464)
C (-3.224, -2.373, 3.318)
C (-3.153, -1.016, 3.081)
O (-3.791, -0.069, 3.828)
C (-4.737, -0.488, 4.794)
N (-2.025, 1.113, -0.414)
C (-2.378, 1.553, -1.711)
C (-1.227, 1.807, -2.500)
C (-1.263, 2.297, -3.790)
C (-2.473, 2.692, -4.388)
C (-3.590, 2.312, -3.704)
C (-3.557, 1.793, -2.355)
O (-4.710, 1.607, -1.664)
C (-5.774, 2.524, -1.947)
H (-1.062, 5.304, 2.469)
H (-2.036, 4.870, 1.043)
H (-1.315, 3.589, 2.089)
H (-4.808, 4.863, 4.474)
H (-6.959, 3.655, 4.412)
H (-7.400, 1.986, 2.619)
H (-5.624, 1.600, 0.889)
H (-3.249, 3.386, -0.100)
H (-2.943, 1.335, 2.624)
H (-1.262, -3.452, 0.800)
H (-2.641, -4.311, 2.612)
H (-3.812, -2.766, 4.136)
H (-4.247, -1.014, 5.617)
H (-5.494, -1.138, 4.349)
H (-5.209, 0.419, 5.160)
H (0.204, -0.033, -3.063)
H (0.753, 2.864, -3.842)
H (-2.535, 3.172, -5.353)
H (-4.551, 2.444, -4.176)
H (-6.480, 2.427, -1.125)
H (-6.282, 2.262, -2.877)
H (-5.386, 3.543, -1.984)
Cl (-3.117, 4.946, -1.216)
C (-0.051, 3.679, -1.119)
C (-0.285, 2.869, -2.119)
O (-0.072, 3.288, -3.533)
O (-0.432, 0.027, -2.344)
H (-0.367, 3.388, -0.128)
H (0.421, 4.637, -1.271)
F (2.102, -0.670, -1.766)
B (2.593, 0.665, -1.611)
F (2.169, 1.446, -2.679)
F (3.927, 0.698, -1.407)
F (1.875, 1.125, -0.393)
C (3.146, -1.169, 1.050)
N (4.017, -2.031, 1.836)
C (3.912, -3.394, 1.314)
N (2.537, -3.896, 1.380)
C (1.689, -3.014, 0.599)
N (1.715, -1.607, 1.096)
C (1.325, -1.634, 2.546)
N (2.181, -2.500, 3.337)
C (3.561, -2.034, 3.224)
C (2.095, -3.852, 2.778)
H (3.483, -1.192, 0.016)
H (3.213, -0.145, 1.419)
H (4.555, -4.051, 1.902)
H (4.248, -3.407, 0.276)
H (0.665, -3.370, 0.653)
H (2.029, -3.013, -0.439)
H (0.299, -1.979, 2.622)
H (1.387, -0.613, 2.933)
H (4.208, -2.689, 3.811)
H (3.630, -1.021, 3.625)
H (1.062, -4.197, 2.838)
H (2.726, -4.520, 3.367)

Results of the Mulliken charge analysis, in e, for atoms 1 through 6:
1. Y 0.841
2. C -0.368
3. O -0.548
4. C 1.047
5. C -0.706
6. C -0.429



Of them, the most stable is #A and the least stable is #B.



#A
Here is a molecular structure, C6H15NO3 from the OMol25 dataset. Energies are from ωB97M-V with the def2-TZVPD basis set.

Output
**Lowest unoccupied orbital energy**: 0.54 eV
**HOMO-LUMO gap**: 8.7168 eV
**HOMO**: -8.17 eV
**Net charge**: 0

Atoms and positions in Å:
C (1.402, 1.423, 0.604)
C (1.816, 1.380, 2.043)
C (-0.113, -0.761, 0.823)
C (0.317, 2.393, 0.219)
O (2.163, 0.950, -0.269)
H (1.419, 0.376, -1.214)
H (-0.126, 2.094, -0.728)
H (2.296, 2.330, 2.287)
H (0.957, 1.266, 2.701)
H (2.520, 0.571, 2.219)
H (-0.799, -1.598, 0.920)
H (0.855, -1.113, 1.172)
H (-0.609, 0.026, 1.387)
H (0.781, 3.377, 0.099)
H (-0.455, 2.451, 0.983)
C (-1.614, -1.012, -1.492)
C (-0.118, -0.970, -1.149)
N (-2.237, -2.214, -0.942)
O (0.493, -2.188, -1.273)
O (0.515, -0.013, -1.778)
H (-0.127, -2.843, -0.908)
H (-3.004, -1.999, -0.319)
H (-2.585, -2.822, -1.673)
H (-2.072, -0.092, -1.128)
H (-1.674, -1.009, -2.586)

Results of the Mulliken charge analysis, in e, for atoms 1 through 6:
1. C 0.927
2. C -1.282
3. C -1.320
4. C -1.044
5. O -0.598
6. H 0.451



#B
Here is 2 unconnected molecules or ions with the total composition C6H15NO3 from the OMol25 dataset. Energies are from ωB97M-V with the def2-TZVPD basis set.

Output
**SMILES string**: CC[C@](C)(N)O.CC(=O)O
**Lowest unoccupied orbital energy**: 0.80 eV
**HOMO-LUMO gap**: 9.1877 eV
**HOMO**: -8.39 eV
**Net charge**: 0

Atoms and positions in Å:
C (-1.700, -1.096, 0.620)
C (-0.381, -0.449, 1.016)
C (1.030, -1.104, -0.052)
C (0.547, -1.188, -1.486)
N (1.383, -2.379, 0.429)
O (2.067, -0.239, 0.154)
H (-1.580, -2.159, 0.397)
H (-2.431, -1.032, 1.429)
H (-2.116, -0.629, -0.273)
H (-0.007, -0.885, 1.946)
H (-0.552, 0.571, 1.340)
H (1.343, -1.614, -2.099)
H (0.308, -0.201, -1.871)
H (-0.335, -1.815, -1.568)
H (1.833, -2.347, 1.335)
H (0.626, -3.048, 0.413)
H (2.082, 0.431, -0.608)
C (-1.155, 2.590, -0.468)
C (0.257, 2.162, -0.194)
O (1.072, 1.845, -1.058)
O (0.681, 2.484, 1.044)
H (-1.139, 3.477, -1.106)
H (-1.677, 2.817, 0.458)
H (-1.677, 1.794, -0.997)
H (1.521, 2.012, 1.201)

Results of the Mulliken charge analysis, in e, for atoms 1 through 6:
1. C -1.254
2. C -0.358
3. C 0.726
4. C -1.528
5. N -0.555
6. O -0.672



Of them, the most stable is #B and the least stable is #A.